Density functional theory data (ωB97M-V with the def2-TZVPD basis set) for a structure of composition C49H59As2Ge2O4Ti at a distorted geometry.

CARTESIAN COORDINATES (ANGSTROEM)
Ti  -0.011  -0.087  -0.244
C  -2.866  1.179  -0.968
C  -2.024  2.423  -1.186
O  -0.668  2.011  -1.033
C  0.277  3.071  -0.977
C  1.659  2.443  -0.780
O  1.641  1.317  0.104
C  1.832  1.617  1.493
C  0.586  2.233  2.103
O  -0.505  1.446  1.644
C  -1.776  1.971  2.008
C  -2.845  1.046  1.428
O  -2.445  0.462  0.187
H  -2.735  0.499  -1.807
H  -3.923  1.445  -0.899
H  -2.265  3.200  -0.455
H  -2.198  2.817  -2.190
H  0.016  3.756  -0.166
H  0.268  3.640  -1.911
H  2.366  3.193  -0.420
H  2.020  2.059  -1.731
H  2.698  2.266  1.627
H  2.025  0.655  1.968
H  0.461  3.273  1.789
H  0.641  2.215  3.194
H  -1.861  2.997  1.637
H  -1.882  1.992  3.097
H  -3.789  1.582  1.305
H  -2.994  0.221  2.112
C  -0.403  -1.840  -3.328
C  0.737  -2.768  -2.922
As  1.174  -2.489  -1.013
C  1.919  -4.288  -0.758
C  3.282  -4.524  -0.642
C  3.752  -5.830  -0.594
C  2.867  -6.895  -0.654
C  1.503  -6.660  -0.766
C  1.030  -5.359  -0.818
C  2.895  -1.564  -0.945
C  3.715  -1.316  -2.038
C  4.967  -0.741  -1.862
C  5.421  -0.430  -0.589
C  4.628  -0.719  0.515
C  3.377  -1.285  0.334
As  0.204  -0.004  -3.001
C  -1.154  1.012  -3.973
C  -0.831  2.289  -4.429
C  -1.753  3.035  -5.146
C  -3.008  2.507  -5.421
C  -3.334  1.232  -4.983
C  -2.410  0.488  -4.260
C  1.531  0.147  -4.445
C  1.207  -0.340  -5.708
C  2.099  -0.207  -6.759
C  3.316  0.435  -6.565
C  3.631  0.950  -5.317
C  2.743  0.803  -4.261
H  -1.265  -2.027  -2.680
H  -0.710  -1.998  -4.360
H  1.618  -2.617  -3.547
H  0.439  -3.810  -3.023
H  3.982  -3.700  -0.588
H  4.816  -6.010  -0.513
H  3.239  -7.910  -0.616
H  0.810  -7.490  -0.815
H  -0.035  -5.171  -0.909
H  3.398  -1.589  -3.036
H  5.599  -0.560  -2.723
H  6.400  0.011  -0.454
H  4.997  -0.513  1.513
H  2.775  -1.563  1.196
H  0.163  2.686  -4.246
H  -1.492  4.023  -5.501
H  -3.725  3.084  -5.990
H  -4.304  0.811  -5.213
H  -2.675  -0.513  -3.938
H  0.248  -0.810  -5.886
H  1.841  -0.598  -7.735
H  4.012  0.538  -7.386
H  4.569  1.469  -5.166
H  3.015  1.189  -3.287
C  2.466  -1.756  4.405
Ge  1.301  -2.987  3.388
C  2.486  -4.266  2.462
C  0.097  -3.921  4.634
Ge  -0.362  -1.609  1.905
C  -1.262  -1.021  3.574
C  -2.483  -1.520  4.039
C  -2.968  -1.162  5.288
C  -2.243  -0.301  6.103
C  -1.017  0.188  5.670
C  -0.538  -0.175  4.421
C  -1.607  -3.007  1.205
C  -2.932  -2.762  0.837
C  -3.784  -3.803  0.491
C  -3.325  -5.112  0.498
C  -2.005  -5.372  0.837
C  -1.157  -4.328  1.175
H  3.274  -2.361  4.820
H  1.916  -1.303  5.228
H  2.910  -0.970  3.794
H  3.067  -4.756  3.247
H  3.174  -3.762  1.786
H  1.945  -5.030  1.907
H  0.720  -4.577  5.245
H  -0.649  -4.522  4.116
H  -0.409  -3.206  5.281
H  -3.050  -2.210  3.426
H  -3.913  -1.562  5.634
H  -2.621  -0.026  7.079
H  -0.439  0.843  6.309
H  0.436  0.184  4.098
H  -3.318  -1.753  0.821
H  -4.812  -3.592  0.226
H  -3.991  -5.925  0.240
H  -1.638  -6.391  0.841
H  -0.128  -4.549  1.438

## Properties
**HOMO energy (alpha / beta)**: -12.351 / -13.171 eV
**Charge**: +2
**Spin multiplicity**: 4
**Gap between HOMO and LUMO (alpha / beta)**: 7.82 / 5.98 eV
**<S²>**: 3.766
**Energy**: -11677.8068 Eh

Results of the Löwdin charge analysis, in e, for atoms 1 through 99:
1. Ti 0.530
2. C -0.134
3. C -0.131
4. O -0.298
5. C -0.134
6. C -0.119
7. O -0.261
8. C -0.127
9. C -0.147
10. O -0.254
11. C -0.130
12. C -0.123
13. O -0.214
14. H 0.105
15. H 0.150
16. H 0.135
17. H 0.132
18. H 0.127
19. H 0.141
20. H 0.151
21. H 0.096
22. H 0.151
23. H 0.105
24. H 0.132
25. H 0.138
26. H 0.129
27. H 0.141
28. H 0.149
29. H 0.102
30. C -0.433
31. C -0.388
32. As 1.270
33. C -0.366
34. C -0.112
35. C -0.056
36. C -0.058
37. C -0.060
38. C -0.145
39. C -0.417
40. C -0.108
41. C -0.060
42. C -0.057
43. C -0.065
44. C -0.165
45. As 1.316
46. C -0.386
47. C -0.121
48. C -0.061
49. C -0.059
50. C -0.057
51. C -0.122
52. C -0.370
53. C -0.094
54. C -0.052
55. C -0.056
56. C -0.065
57. C -0.134
58. H 0.065
59. H 0.075
60. H 0.068
61. H 0.077
62. H 0.100
63. H 0.116
64. H 0.115
65. H 0.113
66. H 0.087
67. H 0.095
68. H 0.115
69. H 0.114
70. H 0.113
71. H 0.049
72. H 0.106
73. H 0.115
74. H 0.115
75. H 0.115
76. H 0.101
77. H 0.104
78. H 0.116
79. H 0.116
80. H 0.113
81. H 0.080
82. C -0.221
83. Ge 0.800
84. C -0.212
85. C -0.195
86. Ge 0.913
87. C -0.393
88. C -0.110
89. C -0.058
90. C -0.057
91. C -0.066
92. C -0.172
93. C -0.367
94. C -0.123
95. C -0.066
96. C -0.059
97. C -0.074
98. C -0.172
99. H 0.033


Density functional theory data (ωB97M-V with the def2-TZVPD basis set) for a cluster of 2 separate species, C5H10O in total.

CARTESIAN COORDINATES (ANGSTROEM)
O  -1.402  -0.307  -1.851
C  -0.469  -0.631  -0.825
C  -0.471  -0.049  0.676
C  0.801  -0.308  1.530
C  1.639  -0.148  0.249
C  0.429  0.464  -0.447
H  -1.174  -0.873  -2.609
H  -0.173  -1.671  -0.906
H  -1.409  0.216  1.140
H  1.011  0.554  2.193
H  0.919  -1.209  2.143
H  1.875  -1.129  -0.175
H  2.530  0.473  0.264
H  0.378  1.419  -0.956
H  -2.453  1.191  -0.528
H  -2.223  1.526  0.090

## Properties
**HOMO energy**: -9.015 eV
**Charge**: 0
**Spin multiplicity**: 1
**Energy above the lowest of the compared OMol25 structures with the same formula, charge and spin**: 395.1 kJ/mol
**Gap between HOMO and LUMO**: 9.90 eV
**Energy**: -271.6021 Eh

Charge distribution, Löwdin scheme, values in e:
1. O -0.069
2. C -0.280
3. C -0.165
4. C -0.140
5. C -0.145
6. C -0.215
7. H 0.101
8. H 0.137
9. H 0.076
10. H 0.113
11. H 0.095
12. H 0.105
13. H 0.103
14. H 0.144
15. H 0.073
16. H 0.067


Density functional theory data (ωB97M-V with the def2-TZVPD basis set) for the molecule C7H12.

CARTESIAN COORDINATES (ANGSTROEM)
C  3.516  0.052  1.222
C  2.566  -0.340  0.182
C  1.699  -0.618  -0.611
C  0.391  -0.755  -1.267
C  -0.595  -0.062  -0.315
C  -2.068  -0.006  -0.696
C  -2.834  0.708  0.433
H  2.965  0.514  2.050
H  4.241  0.785  0.856
H  4.060  -0.808  1.622
H  0.127  -1.809  -1.416
H  0.387  -0.280  -2.256
H  -0.502  -0.546  0.665
H  -0.240  0.967  -0.174
H  -2.463  -1.018  -0.854
H  -2.189  0.525  -1.648
H  -3.394  0.005  1.057
H  -2.129  1.229  1.093
H  -3.538  1.455  0.056

## Properties
**HOMO energy**: -9.283 eV
**Charge**: 0
**Spin multiplicity**: 1
**Energy above the lowest of the compared OMol25 structures with the same formula, charge and spin**: 150.4 kJ/mol
**Gap between HOMO and LUMO**: 10.35 eV
**Energy**: -273.8513 Eh

Charge distribution, Löwdin scheme, values in e:
1. C -0.111
2. C -0.090
3. C -0.059
4. C -0.209
5. C -0.256
6. C -0.264
7. C -0.115
8. H 0.078
9. H 0.074
10. H 0.074
11. H 0.114
12. H 0.114
13. H 0.121
14. H 0.118
15. H 0.106
16. H 0.105
17. H 0.069
18. H 0.067
19. H 0.066


Density functional theory data (ωB97M-V with the def2-TZVPD basis set) for a structure of composition C3H4CuO3 at a distorted geometry.

CARTESIAN COORDINATES (ANGSTROEM)
O  -2.258  0.086  -1.722
C  -1.244  -0.743  -1.757
O  -0.680  -1.088  -2.813
C  0.945  1.034  1.414
C  1.451  -0.044  0.791
O  -0.862  -1.159  -0.572
Cu  -2.303  -0.113  0.200
H  0.697  1.009  2.478
H  0.879  2.001  0.908
H  1.591  -0.989  1.320
H  1.784  0.004  -0.248

## Properties
**HOMO energy (alpha / beta)**: -2.468 / -5.170 eV
**Charge**: -1
**Spin multiplicity**: 3
**Energy above the lowest of the compared OMol25 structures with the same formula, charge and spin**: 0.0 kJ/mol
**Gap between HOMO and LUMO (alpha / beta)**: 6.59 / 8.20 eV
**<S²>**: 2.005
**Energy**: -1982.8820 Eh

Charge distribution, Löwdin scheme, values in e:
1. O -0.185
2. C -0.937
3. O -0.032
4. C -0.117
5. C -0.095
6. O -0.200
7. Cu 0.387
8. H 0.034
9. H 0.041
10. H 0.050
11. H 0.055


Density functional theory data (ωB97M-V with the def2-TZVPD basis set) for a cluster of 3 separate species, C8H24BrN2O2 in total at a distorted geometry.

CARTESIAN COORDINATES (ANGSTROEM)
C  1.468  0.453  4.564
C  1.773  -0.176  3.218
C  0.659  -0.840  2.438
O  1.220  -1.531  1.359
C  0.289  -2.278  0.622
N  2.389  0.897  2.298
H  2.968  0.556  1.513
H  1.762  1.650  2.011
H  3.027  1.478  2.854
H  1.292  -0.307  5.320
H  0.622  1.140  4.508
H  2.354  1.021  4.849
H  2.587  -0.877  3.399
H  -0.072  -0.066  2.157
H  0.121  -1.568  3.055
H  0.876  -2.715  -0.183
H  -0.496  -1.647  0.179
H  -0.222  -3.053  1.202
C  -2.942  2.136  -2.773
C  -2.286  0.776  -2.727
C  -0.778  0.704  -2.573
O  -0.441  -0.624  -2.800
C  0.963  -0.898  -2.756
N  -2.957  -0.083  -1.670
H  -2.874  0.375  -0.760
H  -3.958  -0.145  -1.857
H  -2.539  -1.017  -1.635
H  -4.024  2.017  -2.894
H  -2.646  2.697  -3.655
H  -2.826  2.656  -1.820
H  -2.510  0.200  -3.628
H  -0.500  1.003  -1.552
H  -0.355  1.378  -3.324
H  1.380  -0.667  -1.772
H  1.428  -0.276  -3.525
H  1.163  -1.936  -3.002
Br  4.086  -0.432  -0.641

## Properties
**HOMO energy**: -9.382 eV
**Charge**: +1
**Spin multiplicity**: 1
**Energy above the lowest of the compared OMol25 structures with the same formula, charge and spin**: 162.8 kJ/mol
**Gap between HOMO and LUMO**: 5.81 eV
**Energy**: -3152.9179 Eh

Charge distribution, Löwdin scheme, values in e:
1. C -0.032
2. C -0.294
3. C -0.215
4. O -0.198
5. C -0.098
6. N 0.207
7. H -0.007
8. H 0.164
9. H 0.158
10. H 0.099
11. H 0.091
12. H 0.089
13. H 0.164
14. H 0.130
15. H 0.141
16. H 0.100
17. H 0.069
18. H 0.097
19. C -0.023
20. C -0.322
21. C -0.210
22. O -0.208
23. C -0.079
24. N 0.229
25. H 0.169
26. H 0.173
27. H 0.165
28. H 0.091
29. H 0.105
30. H 0.096
31. H 0.162
32. H 0.141
33. H 0.151
34. H 0.007
35. H 0.098
36. H 0.099
37. Br -0.510